The following is a DFT calculation (ωB97M-V with the def2-TZVPD basis set) of one molecule with the formula C2H2N2OS.

Last column: Löwdin charge in e.
Positions of all 8 atoms, in Å:
C 0.850 0.762 0.250  -0.413
C -1.653 0.312 -0.526  -0.355
N 1.010 -0.490 0.218  0.003
N 0.676 -1.591 0.552  -0.112
O 0.760 -2.688 0.078  0.012
S -0.659 1.574 -0.275  0.860
H 1.634 1.428 0.565  0.065
H -2.619 0.694 -0.863  -0.061

For the orbital gap (spin up / spin down), the calculation gives 7.843 / 7.842 eV. As for the total energy: -17962.3546 eV. For the energy relative to the best compared isomer or geometry (same formula, charge and spin), the calculation gives 638.9 kJ/mol.

=====

The following is a DFT calculation (ωB97M-V with the def2-TZVPD basis set) of one molecule with the formula C2H2N2OS.

Last column: Löwdin charge in e.
Positions of all 8 atoms, in Å:
C 0.305 0.486 -1.205  -0.438
N -1.006 0.453 -1.312  0.075
O -1.352 -0.384 -0.197  -0.156
C -0.981 -0.154 1.049  -0.361
N 0.226 0.009 1.456  -0.223
S 1.331 -0.206 0.102  0.893
H 0.766 1.213 -1.938  0.093
H -1.717 -0.057 1.798  0.116

For the orbital gap, the calculation gives 9.521 eV. As for the total energy: -17965.9199 eV. For the energy relative to the best compared isomer or geometry (same formula, charge and spin), the calculation gives 294.9 kJ/mol. Its structure (SMILES) is C1=NOC=NS1.